[1]
The following is a DFT calculation (ωB97M-V with the def2-TZVPD basis set) of the molecule C5H10O2.

relative energy (zero: lowest compared OMol25 entry of this formula, charge and spin) = 31.9 kcal/mol
SMILES = OC[C@H]1CCCO1
frontier orbital gap = 10.7 eV

Each line ends with the Mulliken charge.
Positions of all 17 atoms, in Å:
O1 2.726 0.040 -0.480  -0.55
C1 1.737 -0.789 0.074  -0.61
C2 0.369 -0.509 -0.561  0.25
C3 -0.837 -0.884 0.320  -0.71
C4 -1.757 0.336 0.200  -0.53
C5 -0.739 1.456 0.040  -0.43
O2 0.271 0.907 -0.793  -0.49
H1 2.286 0.897 -0.597  0.36
H2 1.669 -0.656 1.168  0.29
H3 2.032 -1.827 -0.116  0.33
H4 0.317 -0.987 -1.547  0.30
H5 -0.518 -1.008 1.363  0.28
H6 -1.316 -1.814 0.003  0.36
H7 -2.412 0.474 1.066  0.34
H8 -2.379 0.266 -0.699  0.26
H9 -0.318 1.749 1.014  0.27
H10 -1.129 2.350 -0.455  0.29

[2]
The following is a DFT calculation (ωB97M-V with the def2-TZVPD basis set) of a cluster of 16 separate species, C20H72N16O16 in total.

relative energy (zero: lowest compared OMol25 entry of this formula, charge and spin) = 0.0 kcal/mol
frontier orbital gap = 8.8 eV

Each line ends with the Mulliken charge.
Positions of all 124 atoms, in Å:
C1 -2.292 0.199 -5.621  -1.46
C2 -2.125 1.002 -4.347  -0.31
O1 -1.738 0.159 -3.313  2.11
H1 -2.782 -0.775 -5.595  0.26
H2 -1.307 0.163 -6.088  0.28
H3 -2.920 0.764 -6.290  0.47
H4 -3.175 1.311 -4.155  0.28
H5 -1.571 1.961 -4.419  0.32
H6 -1.591 0.696 -2.479  -0.95
C3 -0.462 2.777 2.185  -0.10
C4 -0.546 3.826 3.304  -0.79
O2 -0.068 3.193 4.515  -0.47
H7 -1.095 1.863 2.244  0.61
H8 0.628 2.514 2.067  -0.07
H9 -0.688 3.295 1.294  -0.12
H10 -1.596 4.163 3.352  0.33
H11 0.128 4.647 3.005  0.35
H12 0.286 3.841 5.120  0.28
C5 0.897 2.294 -3.403  -0.28
C6 2.190 1.871 -2.776  1.08
O3 3.349 2.177 -3.520  -0.65
H13 0.853 3.313 -3.847  0.27
H14 0.097 2.172 -2.633  -0.33
H15 0.597 1.621 -4.167  0.43
H16 2.129 0.796 -2.474  -0.71
H17 2.340 2.330 -1.814  -0.35
H18 3.190 1.831 -4.377  0.36
C7 -0.201 -0.694 -0.546  0.43
C8 0.765 0.174 0.026  1.99
O4 0.817 -0.243 1.335  3.17
H19 -0.178 -1.748 -0.354  -1.58
H20 -0.246 -0.544 -1.557  -0.23
H21 -1.115 -0.382 -0.108  0.44
H22 0.577 1.205 0.184  0.33
H23 1.706 -0.088 -0.379  -1.12
H24 1.292 0.385 1.954  -1.70
C9 -2.803 -1.854 3.277  0.24
O5 -1.843 -1.136 2.627  -0.40
N1 -3.262 -2.900 2.647  -0.39
N2 -3.468 -1.498 4.383  -0.46
H25 -2.634 -3.227 1.918  0.17
H26 -3.925 -3.482 3.196  0.18
H27 -3.138 -0.622 4.777  0.30
H28 -4.025 -2.233 4.827  0.19
C10 3.040 2.005 2.421  -0.65
O6 3.171 3.223 3.027  -0.89
N3 3.136 1.756 1.132  0.54
N4 2.571 0.977 3.118  0.19
H29 3.604 2.506 0.566  0.38
H30 3.325 0.782 0.875  -0.48
H31 2.430 1.183 4.127  0.34
H32 2.502 0.002 2.808  -0.20
C11 1.973 5.056 -0.201  0.18
O7 0.945 4.095 -0.267  -0.26
N5 2.117 5.860 -1.201  -0.42
N6 2.814 5.314 0.872  -0.31
H33 1.379 5.830 -1.887  0.22
H34 2.649 6.740 -1.176  0.20
H35 2.789 4.690 1.697  0.18
H36 3.404 6.181 0.863  0.18
C12 0.515 0.124 5.283  0.32
O8 1.417 0.976 5.800  -0.84
N7 0.570 -1.106 5.643  -0.28
N8 -0.238 0.376 4.255  0.36
H37 1.245 -1.383 6.329  0.22
H38 -0.168 -1.711 5.430  0.17
H39 -0.214 1.305 3.850  0.05
H40 -0.698 -0.313 3.632  -0.21
C13 1.652 -3.424 -1.831  0.07
O9 2.238 -2.156 -1.675  -0.88
N9 0.794 -3.687 -2.749  -0.12
N10 2.001 -4.367 -1.065  -0.42
H41 0.449 -2.888 -3.227  0.20
H42 0.200 -4.523 -2.713  0.31
H43 2.916 -4.182 -0.657  0.37
H44 1.644 -5.359 -0.963  0.26
C14 4.373 -1.111 1.533  0.55
O10 5.299 -0.277 2.178  -0.70
N11 3.704 -2.063 2.121  -0.22
N12 3.971 -0.865 0.337  -0.15
H45 4.078 -2.224 3.089  0.28
H46 2.725 -2.408 1.834  0.32
H47 4.626 -0.245 -0.166  0.24
H48 3.346 -1.415 -0.236  -0.15
C15 -2.315 3.109 -1.204  -0.12
O11 -1.803 1.815 -1.076  0.05
N13 -1.641 4.177 -1.456  -0.23
N14 -3.557 3.274 -1.115  -0.29
H49 -0.657 4.075 -1.383  -0.08
H50 -2.028 5.126 -1.325  0.22
H51 -4.190 2.355 -0.973  0.33
H52 -4.075 4.154 -1.090  0.18
C16 0.834 -3.873 2.268  0.21
O12 0.706 -5.233 2.285  -0.82
N15 1.179 -3.166 1.225  1.26
N16 0.757 -3.168 3.358  -0.06
H53 1.483 -3.595 0.354  0.10
H54 1.072 -2.163 1.198  -1.15
H55 0.373 -3.759 4.178  0.35
H56 0.999 -2.196 3.478  -0.01
C17 1.449 -1.283 -4.668  -0.79
O13 0.101 -1.540 -4.337  -0.68
H57 1.561 -0.771 -5.630  0.31
H58 1.906 -2.255 -4.778  0.41
H59 1.907 -0.736 -3.884  0.11
H60 -0.208 -0.650 -4.079  0.02
C18 -4.375 -0.138 -0.738  -0.91
O14 -5.114 1.132 -0.684  -0.52
H61 -5.024 -0.823 -1.256  0.51
H62 -4.339 -0.715 0.147  0.54
H63 -3.359 -0.187 -1.179  0.10
H64 -6.034 0.874 -0.692  0.31
C19 -2.601 -2.981 -2.441  -0.76
O15 -3.091 -2.272 -3.573  -0.69
H65 -3.156 -2.990 -1.573  0.30
H66 -1.537 -2.582 -2.160  0.04
H67 -2.429 -3.974 -2.791  0.45
H68 -2.783 -1.339 -3.533  0.07
C20 -1.658 -4.660 0.298  -0.66
O16 -1.775 -3.285 0.489  -0.32
H69 -1.594 -5.310 1.299  0.25
H70 -0.849 -4.935 -0.367  0.11
H71 -2.507 -4.961 -0.264  0.43
H72 -0.974 -2.943 0.887  0.05

Question: Which value of relative energy (zero: lowest compared OMol25 entry of this formula, charge and spin) does entry 1 give?
Answer: 31.9 kcal/mol